1.
Below is 2 unconnected molecules or ions with the total composition C2HN3O3, with properties calculated with ωB97M-V/def2-TZVPD.

Each line ends with the Löwdin charge.
Atoms and positions in Å:
N (3.032, -1.141, -0.238)  0.25
C (2.850, -0.138, 0.235)  -0.17
N (2.462, 1.142, 0.594)  -0.38
O (1.460, 1.619, 0.100)  0.12
O (3.176, 1.717, 1.404)  0.13
C (-0.708, -1.858, 0.485)  0.14
N (0.067, -1.196, 0.984)  -0.23
O (0.844, -0.731, 1.694)  0.05
H (-1.493, -1.693, -0.239)  0.09

Properties
Energy (eV): -12694.6945
LUMO energy (eV): -1.5
ΔE to the lowest compared entry with this formula, charge and spin (kJ/mol): 909.5
HOMO level (eV): -10.71
Max |F| (eV Å⁻¹): 4.937

2.
Below is 12 unconnected molecules or ions with the total composition C24H72O12S12, with properties calculated with ωB97M-V/def2-TZVPD.

Each line ends with the Löwdin charge.
Atoms and positions in Å:
C (-1.568, -0.098, -9.819)  -0.24
S (-0.792, 1.082, -8.621)  0.84
O (-2.017, 1.345, -7.696)  -0.61
C (0.496, 0.054, -7.836)  -0.27
H (-2.366, -0.613, -9.285)  0.05
H (-0.836, -0.817, -10.186)  0.04
H (-1.954, 0.482, -10.658)  0.04
H (1.217, -0.329, -8.558)  0.05
H (-0.021, -0.815, -7.429)  0.05
H (1.053, 0.535, -7.033)  0.05
C (3.619, -1.501, 4.815)  -0.27
S (3.776, -3.289, 4.380)  0.84
O (3.709, -3.953, 5.775)  -0.58
C (2.197, -3.408, 3.518)  -0.28
H (3.514, -0.795, 3.991)  0.04
H (4.547, -1.253, 5.330)  0.04
H (2.794, -1.107, 5.409)  0.06
H (1.458, -3.172, 4.283)  0.06
H (2.092, -4.318, 2.927)  0.05
H (2.160, -2.610, 2.776)  0.04
C (3.642, -4.883, -1.343)  -0.26
S (2.942, -4.727, -3.014)  0.80
O (4.030, -4.691, -4.042)  -0.58
C (2.306, -6.394, -3.378)  -0.26
H (2.803, -5.111, -0.685)  0.05
H (4.030, -3.885, -1.142)  0.04
H (4.475, -5.583, -1.279)  0.06
H (3.122, -7.068, -3.119)  0.05
H (2.241, -6.499, -4.461)  0.05
H (1.302, -6.512, -2.969)  0.05
C (8.601, -0.012, -5.669)  -0.25
S (6.839, 0.410, -6.187)  0.84
O (6.778, 1.884, -6.493)  -0.58
C (6.031, -0.029, -4.605)  -0.28
H (9.375, 0.306, -6.368)  0.04
H (8.695, -1.097, -5.694)  0.04
H (8.979, 0.367, -4.719)  0.05
H (6.270, 0.561, -3.720)  0.05
H (6.476, -0.978, -4.308)  0.04
H (4.949, -0.151, -4.544)  0.04
C (1.672, 1.247, -1.085)  -0.26
S (-0.027, 0.825, -0.524)  0.81
O (-0.109, -0.677, -0.684)  -0.60
C (0.277, 1.069, 1.299)  -0.24
H (1.871, 2.204, -0.603)  0.04
H (1.922, 1.281, -2.145)  0.05
H (2.245, 0.410, -0.685)  0.05
H (-0.694, 0.979, 1.785)  0.04
H (0.648, 2.064, 1.546)  0.05
H (1.005, 0.345, 1.665)  0.05
C (-7.565, 0.396, -0.491)  -0.27
S (-7.070, 0.725, 1.228)  0.82
O (-8.047, -0.137, 1.990)  -0.58
C (-5.506, -0.239, 1.155)  -0.26
H (-8.607, 0.706, -0.414)  0.04
H (-7.463, -0.643, -0.803)  0.06
H (-7.165, 1.117, -1.204)  0.04
H (-4.920, -0.175, 2.072)  0.04
H (-4.830, 0.161, 0.400)  0.05
H (-5.794, -1.288, 1.220)  0.05
C (-3.445, 4.440, -0.987)  -0.21
S (-3.815, 5.489, 0.621)  0.84
O (-3.589, 4.463, 1.717)  -0.59
C (-2.384, 6.650, 0.672)  -0.27
H (-2.426, 4.425, -1.375)  0.04
H (-4.185, 4.290, -1.773)  0.03
H (-3.896, 3.485, -0.717)  0.02
H (-1.500, 6.046, 0.468)  0.04
H (-2.270, 7.109, 1.654)  0.05
H (-2.400, 7.334, -0.176)  0.05
C (-2.535, -5.756, 4.211)  -0.26
S (-3.085, -4.414, 3.051)  0.84
O (-2.217, -3.152, 3.341)  -0.60
C (-2.616, -5.103, 1.388)  -0.25
H (-1.476, -5.958, 4.056)  0.05
H (-3.204, -6.610, 4.102)  0.05
H (-2.523, -5.603, 5.290)  0.05
H (-2.419, -6.174, 1.346)  0.04
H (-1.687, -4.607, 1.107)  0.04
H (-3.203, -4.961, 0.481)  0.05
C (-5.981, -1.260, -6.631)  -0.23
S (-5.814, -2.289, -5.097)  0.82
O (-5.364, -3.595, -5.720)  -0.60
C (-4.332, -1.549, -4.172)  -0.24
H (-6.934, -0.732, -6.631)  0.04
H (-5.792, -1.979, -7.427)  0.05
H (-5.234, -0.481, -6.475)  0.03
H (-3.975, -2.273, -3.439)  0.04
H (-4.403, -0.585, -3.669)  0.04
H (-3.508, -1.437, -4.876)  0.04
C (-3.891, 0.652, 6.539)  -0.27
S (-5.167, 0.059, 7.733)  0.86
O (-5.967, 1.260, 8.241)  -0.59
C (-6.149, -0.553, 6.290)  -0.28
H (-3.791, -0.123, 5.779)  0.04
H (-3.019, 1.014, 7.083)  0.04
H (-4.193, 1.527, 5.963)  0.06
H (-5.691, -1.406, 5.790)  0.04
H (-6.343, 0.210, 5.536)  0.06
H (-7.113, -0.964, 6.588)  0.05
C (1.443, 3.574, 6.988)  -0.23
S (2.907, 4.284, 5.947)  0.85
O (2.797, 3.467, 4.657)  -0.62
C (2.258, 6.029, 5.552)  -0.24
H (1.716, 2.532, 7.160)  0.03
H (0.469, 3.572, 6.499)  0.05
H (1.292, 4.076, 7.944)  0.04
H (2.533, 6.338, 4.543)  0.04
H (2.545, 6.831, 6.232)  0.04
H (1.173, 6.080, 5.638)  0.04
C (5.772, 4.247, 1.262)  -0.28
S (6.566, 2.669, 0.954)  0.82
O (7.091, 2.720, -0.487)  -0.58
C (8.020, 2.805, 2.084)  -0.26
H (6.441, 5.075, 1.030)  0.06
H (5.715, 4.462, 2.329)  0.05
H (4.772, 4.230, 0.828)  0.05
H (7.761, 2.753, 3.142)  0.05
H (8.690, 3.634, 1.856)  0.05
H (8.771, 2.039, 1.892)  0.05

Properties
Energy (eV): -180631.5739
LUMO energy (eV): 0.0
ΔE to the lowest compared entry with this formula, charge and spin (kJ/mol): 654.5
HOMO level (eV): -8.77
Max |F| (eV Å⁻¹): 3.030

3.
Below is a molecular structure, C42H54N10OSi2, with properties calculated with ωB97M-V/def2-TZVPD.

Each line ends with the Löwdin charge.
Atoms and positions in Å:
C (-4.218, 1.767, -1.350)  -0.07
C (-4.681, 3.172, -1.161)  -0.25
Si (-3.713, 4.772, -1.628)  0.50
C (-2.101, 5.037, -0.538)  -0.30
C (-2.419, 4.691, 1.042)  -0.26
C (-1.090, 4.230, 1.909)  -0.19
C (-0.786, 2.593, 1.767)  -0.24
N (0.614, 2.205, 2.190)  -0.04
C (1.022, 0.841, 1.604)  -0.38
N (0.657, -0.318, 2.246)  0.08
N (1.853, 0.730, 0.321)  0.03
O (-3.398, 4.953, -3.363)  -0.50
Si (-2.272, 3.739, -3.950)  0.56
H (-3.115, 1.418, -1.541)  0.05
H (-5.061, 0.929, -1.371)  0.06
H (-5.745, 3.306, -0.644)  0.07
H (-4.590, 5.917, -1.271)  -0.01
H (-1.167, 4.475, -0.968)  0.06
H (-1.901, 6.212, -0.591)  0.09
H (-3.252, 3.873, 1.137)  0.09
H (-2.849, 5.659, 1.592)  0.12
H (-1.213, 4.465, 3.068)  0.11
H (-0.097, 4.788, 1.582)  0.11
H (-1.580, 1.943, 2.341)  0.13
H (-0.914, 2.372, 0.601)  0.12
H (1.291, 2.906, 1.807)  0.10
H (1.020, -1.171, 1.763)  0.03
H (1.681, -0.186, -0.152)  0.07
H (2.868, 0.757, 0.635)  0.06
H (-1.990, 2.711, -2.924)  -0.07
H (-2.967, 3.037, -5.061)  -0.07
H (-1.057, 4.381, -4.462)  -0.08
N (1.482, 4.704, -3.729)  0.06
C (2.028, 5.056, -2.544)  -0.16
C (3.178, 5.820, -2.422)  -0.08
C (3.811, 6.248, -3.585)  -0.10
C (3.274, 5.899, -4.820)  -0.08
C (2.118, 5.135, -4.840)  -0.15
H (1.500, 4.696, -1.666)  0.10
H (3.571, 6.076, -1.445)  0.11
H (4.715, 6.847, -3.529)  0.11
H (3.743, 6.216, -5.744)  0.11
H (1.658, 4.840, -5.779)  0.10
N (-5.739, -1.704, -0.654)  0.05
C (-4.691, -1.850, 0.187)  -0.16
C (-4.812, -2.255, 1.506)  -0.07
C (-6.085, -2.525, 1.998)  -0.07
C (-7.184, -2.382, 1.157)  -0.08
C (-6.962, -1.975, -0.148)  -0.16
H (-3.720, -1.624, -0.243)  0.08
H (-3.936, -2.358, 2.136)  0.10
H (-6.220, -2.843, 3.027)  0.07
H (-8.189, -2.584, 1.510)  0.10
H (-7.787, -1.852, -0.844)  0.10
N (-1.684, -3.137, -0.742)  0.05
C (-1.391, -3.035, -2.057)  -0.15
C (-1.233, -4.124, -2.899)  -0.08
C (-1.381, -5.398, -2.360)  -0.08
C (-1.681, -5.536, -1.009)  -0.08
C (-1.823, -4.387, -0.249)  -0.15
H (-1.282, -2.020, -2.429)  0.10
H (-1.000, -3.983, -3.948)  0.10
H (-1.264, -6.277, -2.989)  0.10
H (-1.802, -6.515, -0.559)  0.10
H (-2.061, -4.442, 0.810)  0.10
N (5.795, 2.624, -4.481)  0.06
C (4.790, 2.964, -3.645)  -0.14
C (4.127, 2.062, -2.830)  -0.06
C (4.513, 0.727, -2.875)  -0.08
C (5.544, 0.344, -3.727)  -0.08
C (6.150, 1.320, -4.502)  -0.15
H (4.523, 4.017, -3.649)  0.06
H (3.328, 2.392, -2.175)  0.09
H (4.016, -0.010, -2.251)  0.08
H (5.869, -0.688, -3.786)  0.09
H (6.961, 1.073, -5.180)  0.10
N (-4.334, -3.717, 5.088)  0.06
C (-3.286, -3.863, 5.929)  -0.15
C (-3.407, -4.268, 7.248)  -0.08
C (-4.680, -4.538, 7.740)  -0.08
C (-5.779, -4.395, 6.899)  -0.08
C (-5.557, -3.988, 5.594)  -0.15
H (-2.314, -3.638, 5.499)  0.10
H (-2.530, -4.371, 7.878)  0.10
H (-4.815, -4.857, 8.769)  0.11
H (-6.784, -4.597, 7.252)  0.10
H (-6.382, -3.865, 4.898)  0.09
N (5.551, -0.118, 2.295)  0.05
C (6.599, -0.264, 3.136)  -0.15
C (6.478, -0.669, 4.455)  -0.08
C (5.205, -0.939, 4.947)  -0.08
C (4.106, -0.796, 4.106)  -0.07
C (4.328, -0.389, 2.800)  -0.15
H (7.571, -0.038, 2.706)  0.10
H (7.355, -0.772, 5.084)  0.10
H (5.071, -1.258, 5.976)  0.10
H (3.101, -0.998, 4.459)  0.10
H (3.503, -0.266, 2.104)  0.06
N (2.824, -3.180, -1.172)  0.06
C (3.593, -3.056, -2.277)  -0.14
C (4.109, -4.131, -2.982)  -0.07
C (3.824, -5.414, -2.527)  -0.08
C (3.036, -5.575, -1.391)  -0.08
C (2.563, -4.438, -0.756)  -0.15
H (3.790, -2.034, -2.590)  0.07
H (4.718, -3.972, -3.864)  0.10
H (4.211, -6.282, -3.053)  0.11
H (2.797, -6.561, -1.011)  0.10
H (1.942, -4.511, 0.132)  0.10

Properties
Energy (eV): -77128.8255
LUMO energy (eV): 0.6
HOMO level (eV): -9.01
Max |F| (eV Å⁻¹): 5.179

4.
Below is a single C4H2Cl4O2S molecule, with properties calculated with ωB97M-V/def2-TZVPD.

Each line ends with the Löwdin charge.
Atoms and positions in Å:
O (-2.297, 1.122, 1.032)  -0.33
S (-1.134, 0.199, 1.039)  0.73
O (-1.213, -0.751, 2.208)  -0.34
C (-1.190, -0.771, -0.572)  -0.11
C (-0.017, -0.781, -1.305)  -0.73
Cl (0.119, -1.613, -2.822)  0.71
C (1.094, -0.010, -0.477)  -1.21
Cl (2.366, 0.882, -1.422)  0.61
Cl (1.987, -1.265, 0.372)  0.67
C (0.506, 0.917, 0.578)  -0.80
Cl (1.651, 1.396, 1.905)  0.62
H (-2.138, -1.245, -0.707)  0.09
H (0.266, 1.920, 0.172)  0.09

Properties
Energy (eV): -69197.6274
LUMO energy (eV): -0.4
ΔE to the lowest compared entry with this formula, charge and spin (kJ/mol): 77.0
HOMO level (eV): -10.68
Max |F| (eV Å⁻¹): 4.831

5.
Below is 2 unconnected molecules or ions with the total composition CN2O3, with properties calculated with ωB97M-V/def2-TZVPD.

Each line ends with the Löwdin charge.
Atoms and positions in Å:
N (-1.284, 0.404, 0.624)  0.24
N (-1.920, 0.314, -0.277)  -0.30
O (-2.534, 0.464, -1.263)  0.09
O (2.512, 0.296, 1.006)  0.21
C (1.942, -0.403, 0.289)  -0.44
O (1.284, -1.076, -0.379)  0.19

Properties
Energy (eV): -10158.4790
LUMO energy (eV): 0.5
ΔE to the lowest compared entry with this formula, charge and spin (kJ/mol): 14.1
HOMO level (eV): -12.10
Max |F| (eV Å⁻¹): 1.802

6.
Below is a single C3H6N2 molecule, with properties calculated with ωB97M-V/def2-TZVPD.

Each line ends with the Löwdin charge.
Atoms and positions in Å:
C (-2.150, -0.195, 0.177)  -0.02
N (-0.890, -0.420, -0.291)  -0.07
N (-0.172, 0.784, -0.147)  -0.06
C (1.092, 0.638, 0.053)  -0.29
C (1.889, -0.622, 0.079)  -0.14
H (-2.826, -1.065, 0.124)  0.05
H (-2.592, 0.789, 0.607)  0.09
H (1.618, 1.616, 0.149)  0.10
H (1.206, -1.455, -0.518)  0.10
H (2.060, -0.978, 1.284)  0.13
H (2.983, -0.379, -0.435)  0.11

Properties
Energy (eV): -6185.2674
LUMO energy (eV): 0.6
ΔE to the lowest compared entry with this formula, charge and spin (kJ/mol): 316.2
HOMO level (eV): -9.36
Max |F| (eV Å⁻¹): 5.427

7.
Below is a gas-phase ion, C3H3N2O2S (charge -1), with properties calculated with ωB97M-V/def2-TZVPD.

Each line ends with the Löwdin charge.
Atoms and positions in Å:
C (-1.849, -0.011, -0.101)  -0.24
N (-0.519, -0.578, -0.029)  -0.50
S (-0.826, -2.396, 0.021)  0.15
C (0.500, 0.280, 0.087)  -0.57
O (0.295, 1.473, 0.316)  -0.02
N (1.882, -0.195, -0.034)  0.22
C (2.970, 0.312, 0.013)  -0.33
O (4.046, 0.733, -0.154)  0.13
H (-2.257, -0.029, 0.854)  0.03
H (-1.740, 1.085, -0.194)  0.07
H (-2.502, -0.674, -0.779)  0.06

Properties
Energy (eV): -21070.7571
LUMO energy (eV): 3.5
Net charge: -1
ΔE to the lowest compared entry with this formula, charge and spin (kJ/mol): 81.8
HOMO level (eV): -3.16
Max |F| (eV Å⁻¹): 2.364

8.
Below is a molecular structure, C44H50BN11OP2PbTe, with properties calculated with ωB97M-V/def2-TZVPD.

Each line ends with the Löwdin charge.
Atoms and positions in Å:
Pb (-0.814, -1.382, 0.605)  1.23
Te (-0.457, -0.519, -3.403)  1.28
C (0.094, 0.630, -5.146)  -0.50
C (1.355, 0.530, -5.720)  -0.12
C (1.611, 1.197, -6.907)  -0.15
N (0.713, 1.924, -7.549)  0.05
C (-0.495, 2.002, -7.017)  -0.15
C (-0.852, 1.380, -5.832)  -0.14
C (0.403, 0.844, -1.859)  -0.84
P (1.304, -0.331, -0.802)  0.70
C (2.711, -0.875, -1.843)  -0.38
C (3.345, -2.093, -1.634)  -0.10
C (4.418, -2.456, -2.432)  -0.09
C (4.861, -1.609, -3.435)  -0.09
C (4.223, -0.397, -3.650)  -0.09
C (3.150, -0.033, -2.858)  -0.13
C (2.213, 0.777, 0.351)  -0.28
C (2.524, 2.049, -0.111)  -0.10
C (3.139, 2.979, 0.701)  -0.09
C (3.363, 2.664, 2.029)  -0.08
C (3.080, 1.401, 2.504)  -0.04
C (2.574, 0.415, 1.657)  -0.25
P (-1.093, 1.049, -0.824)  0.73
C (-0.578, 2.396, 0.324)  -0.28
C (-0.061, 3.557, -0.228)  -0.10
C (0.428, 4.571, 0.572)  -0.10
C (0.434, 4.387, 1.942)  -0.09
C (-0.103, 3.245, 2.510)  -0.03
C (-0.672, 2.246, 1.721)  -0.24
C (-2.222, 2.051, -1.852)  -0.38
C (-3.556, 2.133, -1.471)  -0.09
C (-4.440, 2.911, -2.195)  -0.08
C (-3.991, 3.623, -3.295)  -0.09
C (-2.661, 3.547, -3.677)  -0.09
C (-1.779, 2.755, -2.964)  -0.14
H (2.123, -0.069, -5.256)  0.07
H (2.587, 1.147, -7.375)  0.10
H (-1.211, 2.598, -7.571)  0.10
H (-1.853, 1.479, -5.443)  0.08
H (2.991, -2.764, -0.861)  0.10
H (4.909, -3.407, -2.277)  0.10
H (5.695, -1.894, -4.061)  0.10
H (4.556, 0.263, -4.440)  0.11
H (2.624, 0.894, -3.034)  0.08
H (2.246, 2.315, -1.119)  0.09
H (3.411, 3.948, 0.310)  0.11
H (3.765, 3.404, 2.704)  0.11
H (3.246, 1.163, 3.542)  0.10
H (1.856, -1.516, 1.616)  0.04
H (-0.039, 3.659, -1.304)  0.10
H (0.817, 5.480, 0.134)  0.11
H (0.836, 5.153, 2.588)  0.11
H (-0.091, 3.170, 3.584)  0.09
H (-2.102, 0.881, 1.583)  0.05
H (-3.892, 1.583, -0.604)  0.09
H (-5.478, 2.964, -1.897)  0.10
H (-4.682, 4.230, -3.862)  0.10
H (-2.308, 4.107, -4.532)  0.11
H (-0.743, 2.685, -3.267)  0.08
B (-2.778, -4.243, 0.951)  -0.45
N (-1.836, -4.157, 2.171)  -0.09
C (-1.971, -4.816, 3.324)  -0.09
C (-0.994, -4.377, 4.200)  -0.06
C (-0.285, -3.431, 3.471)  -0.17
N (-0.811, -3.303, 2.255)  -0.12
N (-1.908, -4.312, -0.325)  -0.08
C (-1.744, -5.369, -1.120)  -0.07
C (-0.838, -5.048, -2.117)  -0.04
C (-0.486, -3.736, -1.839)  -0.19
N (-1.147, -3.304, -0.764)  -0.11
H (-3.423, -5.241, 1.026)  0.08
H (-3.452, -3.252, 0.924)  0.06
H (-2.750, -5.542, 3.450)  0.12
H (-0.825, -4.690, 5.210)  0.09
H (0.574, -2.857, 3.763)  0.09
H (-2.278, -6.280, -0.940)  0.12
H (-0.486, -5.668, -2.916)  0.09
H (0.213, -3.107, -2.355)  0.03
C (-2.682, -0.313, 3.607)  -0.05
C (-1.734, 0.892, 3.592)  -0.59
C (-2.528, 2.091, 4.148)  -0.03
C (-0.519, 0.556, 4.458)  -0.02
N (-1.324, 1.103, 2.201)  0.00
H (-2.976, -0.536, 4.630)  0.09
H (-2.200, -1.195, 3.193)  0.04
H (-3.575, -0.105, 3.022)  0.08
H (-3.181, 1.763, 4.954)  0.08
H (-3.143, 2.513, 3.355)  0.09
H (-1.884, 2.875, 4.531)  0.07
H (-0.831, 0.473, 5.496)  0.09
H (0.264, 1.304, 4.384)  0.07
H (-0.101, -0.398, 4.148)  0.07
C (-4.035, -1.679, -1.654)  0.00
C (-4.299, -1.150, -0.273)  -0.62
N (-5.552, -1.355, 0.171)  0.18
O (-3.486, -0.541, 0.406)  -0.13
H (-4.795, -1.325, -2.348)  0.09
H (-4.054, -2.768, -1.628)  0.09
H (-3.060, -1.348, -2.005)  0.02
H (-6.181, -1.960, -0.326)  0.11
H (-5.772, -1.106, 1.120)  0.12
N (5.768, 0.331, 4.826)  0.12
C (5.493, -0.394, 3.668)  -0.51
N (6.579, -0.565, 2.804)  0.13
N (4.340, -0.835, 3.431)  0.06
C (3.423, -1.541, 2.877)  -0.14
N (2.505, -0.907, 2.108)  0.01
H (6.724, 0.269, 5.145)  0.08
H (5.101, 0.193, 5.571)  0.09
H (7.204, 0.228, 2.771)  0.09
H (6.304, -0.875, 1.882)  0.09

Properties
Energy (eV): -96671.9006
LUMO energy (eV): 0.3
ΔE to the lowest compared entry with this formula, charge and spin (kJ/mol): 235.4
HOMO level (eV): -6.49
Max |F| (eV Å⁻¹): 2.007